No. 1
{
  "formula": "C3H6O2",
  "method": "ωB97M-V with the def2-TZVPD basis set",
  "symbols": ["O", "C", "C", "C", "O", "H", "H", "H", "H", "H", "H"],
  "xyz": [[2.172, -0.340, -0.213], [1.110, -0.169, 0.387], [0.148, 0.806, -0.196], [-1.336, 0.505, 0.141], [-1.664, -0.879, -0.053], [0.953, -0.630, 1.422], [0.417, 0.810, -1.290], [0.333, 1.823, 0.218], [-1.472, 0.725, 1.184], [-2.062, 1.159, -0.345], [-1.771, -1.000, -1.046]],
  "lowdin_charge": [0.018, -0.258, -0.154, -0.264, -0.092, 0.146, 0.134, 0.131, 0.104, 0.113, 0.123],
  "total_charge": 0,
  "e_homo_ha": -0.3639,
  "e_tot_ev": -7302.23773,
  "smiles": "O=CCCO"
}

No. 2
{
  "formula": "C4H5N3O",
  "method": "ωB97M-V with the def2-TZVPD basis set",
  "symbols": ["O", "C", "N", "C", "N", "C", "C", "N", "H", "H", "H", "H", "H"],
  "xyz": [[-2.988, 0.452, -0.048], [-2.229, -0.380, -0.198], [-0.837, -0.133, 0.360], [-0.018, -1.279, 0.144], [1.268, -1.085, -0.298], [1.780, 0.270, 0.078], [0.705, 1.441, -0.119], [-0.505, 1.110, 0.072], [-2.342, -1.402, -0.227], [-0.568, -2.200, 0.121], [2.297, 0.184, 1.004], [2.645, 0.576, -0.626], [0.792, 2.447, -0.263]],
  "lowdin_charge": [0.155, -0.248, -0.101, -0.091, 0.039, -0.190, -0.054, 0.031, 0.093, 0.102, 0.079, 0.114, 0.071],
  "total_charge": 0,
  "e_homo_ha": -0.3339,
  "e_tot_ev": -10743.03968,
  "smiles": "O=CN1C=NCC=N1"
}

No. 3
{
  "formula": "C25H42BeBrNOP2",
  "method": "ωB97M-V with the def2-TZVPD basis set",
  "symbols": ["N", "C", "C", "C", "C", "C", "C", "Be", "P", "C", "C", "C", "C", "C", "C", "C", "Br", "H", "H", "H", "H", "H", "H", "H", "H", "H", "H", "P", "C", "C", "H", "H", "H", "H", "H", "C", "C", "H", "H", "H", "H", "H", "C", "C", "H", "H", "H", "H", "H", "C", "C", "H", "H", "H", "H", "H", "C", "C", "H", "H", "H", "H", "H", "C", "C", "H", "H", "H", "H", "H", "O", "H", "H"],
  "xyz": [[8.232, -3.666, 0.422], [7.397, -4.497, -0.197], [6.013, -4.321, -0.181], [5.436, -3.232, 0.530], [6.370, -2.320, 1.110], [7.742, -2.596, 1.041], [4.002, -2.980, 0.540], [2.021, -2.226, 1.007], [-2.679, 2.039, -2.337], [3.535, -1.660, 0.721], [2.670, -1.087, -0.306], [2.512, 0.305, -0.461], [1.519, 0.807, -1.281], [0.651, -0.082, -1.943], [0.811, -1.451, -1.855], [1.765, -1.971, -0.956], [-1.087, 0.475, -2.435], [3.402, -3.764, 0.049], [3.970, -1.043, 1.509], [5.389, -5.048, -0.704], [6.049, -1.426, 1.649], [7.845, -5.353, -0.705], [8.464, -1.934, 1.527], [3.201, 0.965, 0.069], [1.922, -3.056, -0.990], [1.409, 1.885, -1.406], [0.184, -2.116, -2.449], [-0.914, -0.345, 1.792], [-3.031, 2.122, -4.104], [-3.227, 3.487, -4.737], [-3.921, 1.506, -4.275], [-2.194, 1.596, -4.587], [-3.003, 3.406, -5.806], [-4.263, 3.834, -4.653], [-2.559, 4.245, -4.323], [-1.860, 3.480, -1.651], [-2.753, 4.683, -1.317], [-1.098, 3.786, -2.384], [-1.319, 3.135, -0.752], [-2.133, 5.444, -0.825], [-3.184, 5.147, -2.217], [-3.562, 4.426, -0.618], [-4.117, 1.469, -1.414], [-5.471, 1.865, -2.032], [-4.039, 1.886, -0.397], [-4.019, 0.375, -1.341], [-6.276, 1.443, -1.409], [-5.613, 2.959, -2.068], [-5.599, 1.453, -3.047], [-2.585, -0.760, 2.465], [-2.849, -0.471, 3.940], [-2.738, -1.831, 2.263], [-3.298, -0.199, 1.840], [-2.542, -1.310, 4.578], [-2.357, 0.438, 4.297], [-3.926, -0.334, 4.078], [-0.844, 1.463, 2.194], [0.554, 2.077, 2.213], [-1.348, 1.605, 3.160], [-1.456, 1.956, 1.418], [1.155, 1.701, 3.053], [1.101, 1.893, 1.277], [0.457, 3.163, 2.341], [0.178, -1.079, 3.081], [0.166, -2.611, 3.042], [-0.171, -0.689, 4.056], [1.202, -0.681, 2.934], [0.862, -2.994, 3.795], [-0.824, -3.010, 3.293], [0.467, -3.022, 2.055], [-1.564, -2.616, -0.420], [-2.210, -2.677, 0.313], [-2.015, -2.060, -1.070]],
  "lowdin_charge": [0.074, -0.118, -0.002, -0.193, -0.001, -0.118, -0.035, 0.556, 0.709, -0.222, -0.236, -0.005, -0.078, -0.557, -0.103, -0.057, 1.033, 0.112, 0.137, 0.115, 0.104, 0.119, 0.119, 0.142, 0.134, 0.122, 0.123, 0.945, -0.387, -0.110, 0.090, 0.062, 0.093, 0.089, 0.065, -0.376, -0.108, 0.104, 0.077, 0.092, 0.080, 0.079, -0.362, -0.114, 0.093, 0.084, 0.094, 0.088, 0.076, -0.420, -0.137, 0.062, 0.072, 0.080, 0.059, 0.085, -0.416, -0.142, 0.068, 0.056, 0.076, 0.041, 0.083, -0.431, -0.123, 0.097, 0.067, 0.094, 0.094, 0.056, -0.097, 0.035, 0.010],
  "total_charge": 2,
  "e_homo_ha": [-0.4871, -0.4519],
  "e_tot_ev": -119145.06501
}

No. 4
{
  "formula": "C24H56ClN3O",
  "method": "ωB97M-V with the def2-TZVPD basis set",
  "symbols": ["C", "C", "N", "C", "C", "C", "C", "C", "O", "C", "H", "H", "H", "H", "H", "H", "H", "H", "H", "H", "H", "H", "H", "H", "H", "H", "H", "H", "H", "H", "C", "C", "C", "N", "C", "C", "C", "C", "C", "H", "H", "H", "H", "H", "H", "H", "H", "H", "H", "H", "H", "H", "H", "H", "H", "H", "H", "C", "C", "C", "N", "C", "C", "C", "C", "C", "H", "H", "H", "H", "H", "H", "H", "H", "H", "H", "H", "H", "H", "H", "H", "H", "H", "H", "Cl"],
  "xyz": [[3.450, -0.569, -0.401], [2.898, 0.748, -0.915], [3.576, 1.302, -2.161], [2.944, 2.661, -2.351], [5.070, 1.417, -2.046], [5.534, 2.286, -0.897], [3.186, 0.387, -3.305], [3.808, 0.636, -4.658], [3.675, 1.960, -5.068], [4.170, 2.188, -6.375], [3.213, -1.387, -1.075], [3.043, -0.764, 0.591], [4.526, -0.514, -0.229], [2.977, 1.513, -0.149], [1.873, 0.678, -1.266], [3.466, 3.164, -3.150], [2.900, 3.183, -1.400], [1.893, 2.489, -2.605], [5.406, 1.821, -2.999], [5.426, 0.386, -2.030], [6.597, 2.126, -0.733], [5.056, 1.990, 0.039], [5.277, 3.324, -1.085], [2.094, 0.465, -3.350], [3.367, -0.637, -2.986], [3.316, -0.088, -5.324], [4.880, 0.384, -4.691], [3.668, 1.592, -7.141], [5.248, 1.998, -6.413], [3.973, 3.236, -6.589], [-0.292, -2.333, -1.159], [-1.424, -2.657, -0.172], [-1.833, -4.107, -0.272], [-3.112, -4.447, 0.437], [-3.045, -3.997, 1.857], [-3.335, -5.930, 0.423], [-4.825, -6.140, 0.582], [-5.470, -4.895, -0.045], [-4.354, -3.857, -0.210], [-0.006, -1.296, -0.984], [-0.644, -2.448, -2.181], [0.530, -3.011, -0.920], [-2.288, -2.003, -0.339], [-1.105, -2.422, 0.849], [-1.078, -4.782, 0.131], [-2.007, -4.346, -1.323], [-3.272, -2.942, 1.957], [-2.067, -4.230, 2.276], [-3.772, -4.570, 2.431], [-2.656, -6.454, 1.091], [-3.033, -6.264, -0.576], [-5.087, -6.240, 1.638], [-5.148, -7.066, 0.114], [-6.357, -4.524, 0.458], [-5.795, -5.191, -1.044], [-4.569, -2.901, 0.251], [-4.080, -3.735, -1.255], [-1.270, 5.530, 4.925], [-1.932, 4.374, 4.166], [-1.082, 3.886, 3.014], [-1.509, 2.567, 2.439], [-2.894, 2.643, 1.884], [-1.436, 1.461, 3.459], [-1.023, 0.219, 2.731], [0.005, 0.737, 1.720], [-0.524, 2.095, 1.347], [-1.677, 5.578, 5.930], [-1.329, 6.462, 4.371], [-0.200, 5.324, 5.036], [-2.908, 4.729, 3.820], [-2.166, 3.525, 4.812], [-0.069, 3.733, 3.397], [-1.029, 4.553, 2.153], [-3.017, 3.371, 1.091], [-3.569, 2.800, 2.721], [-3.104, 1.640, 1.513], [-2.293, 1.430, 4.128], [-0.632, 1.784, 4.130], [-1.868, -0.190, 2.162], [-0.697, -0.596, 3.372], [0.001, 0.079, 0.849], [1.039, 0.715, 2.064], [-0.994, 2.120, 0.366], [0.198, 2.910, 1.339], [-0.407, 1.335, -2.193]],
  "lowdin_charge": [-0.048, -0.203, -0.257, 0.005, -0.167, -0.042, -0.086, -0.224, -0.197, -0.070, 0.074, 0.081, 0.081, 0.111, 0.023, 0.104, 0.102, 0.030, 0.128, 0.131, 0.096, 0.076, 0.086, 0.102, 0.128, 0.144, 0.130, 0.097, 0.097, 0.098, -0.084, -0.242, -0.139, -0.279, 0.022, -0.111, -0.138, -0.115, -0.071, 0.009, 0.088, 0.083, 0.120, 0.097, 0.147, 0.141, 0.101, 0.119, 0.114, 0.148, 0.144, 0.116, 0.128, 0.123, 0.123, 0.128, 0.139, -0.070, -0.231, -0.142, -0.264, 0.036, -0.122, -0.149, -0.144, -0.098, 0.084, 0.086, 0.079, 0.117, 0.107, 0.136, 0.150, 0.125, 0.104, 0.109, 0.138, 0.145, 0.106, 0.128, 0.084, 0.120, 0.055, 0.127, -0.354],
  "total_charge": 2,
  "e_homo_ha": -0.4495,
  "e_tot_ev": -44822.55958
}

No. 5
{
  "formula": "C23H21N3O2Ti",
  "method": "ωB97M-V with the def2-TZVPD basis set",
  "symbols": ["C", "C", "C", "C", "C", "Ti", "C", "C", "C", "N", "H", "H", "H", "H", "H", "H", "H", "H", "H", "H", "O", "C", "N", "C", "C", "O", "N", "C", "C", "C", "C", "C", "C", "C", "C", "C", "C", "C", "C", "H", "H", "H", "H", "H", "H", "H", "H", "H", "H", "H"],
  "xyz": [[-1.792, 1.517, -0.193], [-0.955, 1.998, 0.856], [-0.987, 1.043, 1.912], [-1.824, -0.035, 1.509], [-2.323, 0.258, 0.204], [0.000, 0.000, 0.000], [1.366, 1.252, -1.018], [0.630, 0.686, -2.196], [0.400, 1.318, -3.383], [0.085, -0.569, -1.830], [-0.428, 1.105, 2.848], [-0.393, 2.931, 0.849], [-2.027, -0.940, 2.083], [-2.979, -0.378, -0.392], [-1.933, 1.996, -1.165], [1.479, 2.343, -1.017], [-0.439, -1.045, -2.568], [2.324, 0.730, -0.838], [0.879, 2.276, -3.604], [-0.209, 0.852, -4.167], [2.811, -1.606, -0.825], [2.317, -2.023, 0.209], [2.855, -3.034, 0.921], [2.010, -3.313, 2.065], [0.946, -2.259, 1.859], [0.009, -2.057, 2.610], [1.182, -1.536, 0.745], [1.480, -4.753, 1.950], [0.103, -5.066, 1.863], [-0.322, -6.395, 1.760], [0.611, -7.431, 1.734], [1.974, -7.143, 1.809], [2.406, -5.818, 1.914], [2.758, -3.032, 3.378], [2.821, -3.965, 4.441], [3.503, -3.659, 5.622], [4.129, -2.422, 5.771], [4.074, -1.486, 4.739], [3.395, -1.784, 3.555], [3.725, -3.530, 0.675], [-0.659, -4.302, 1.878], [-1.379, -6.621, 1.700], [0.278, -8.458, 1.654], [2.697, -7.948, 1.787], [3.469, -5.621, 1.973], [2.342, -4.931, 4.381], [3.541, -4.383, 6.426], [4.654, -2.188, 6.688], [4.557, -0.524, 4.857], [3.367, -1.037, 2.772]],
  "lowdin_charge": [-0.155, -0.157, -0.148, -0.163, -0.156, 1.073, -0.135, -0.541, 0.022, -0.037, 0.124, 0.118, 0.112, 0.120, 0.123, 0.071, 0.095, 0.061, 0.051, 0.050, 0.045, -0.605, 0.172, -0.273, -0.446, 0.068, 0.081, -0.124, -0.005, -0.073, -0.090, -0.077, -0.047, -0.109, -0.014, -0.076, -0.091, -0.075, -0.015, 0.183, 0.104, 0.101, 0.099, 0.101, 0.115, 0.107, 0.101, 0.099, 0.101, 0.116],
  "total_charge": 0,
  "e_homo_ha": [-0.2896, -0.2895],
  "e_tot_ev": -55873.37298
}

No. 6
{
  "formula": "C10H19N2P",
  "method": "ωB97M-V with the def2-TZVPD basis set",
  "symbols": ["C", "C", "C", "C", "C", "C", "C", "C", "C", "C", "N", "N", "P", "H", "H", "H", "H", "H", "H", "H", "H", "H", "H", "H", "H", "H", "H", "H", "H", "H", "H", "H"],
  "xyz": [[1.152, -1.150, -0.464], [1.962, 0.132, -0.544], [-0.164, -1.192, -0.732], [1.418, 1.348, -0.481], [1.737, -2.435, 0.085], [3.535, 0.031, -0.607], [-0.968, -2.483, -0.659], [1.484, 2.742, -0.872], [-1.777, 1.001, 1.702], [-3.795, 0.868, -0.801], [-2.493, -0.052, 0.965], [-2.584, 0.231, -0.429], [-1.200, 0.182, -1.412], [2.916, -2.525, 0.105], [1.512, -3.234, -0.711], [1.106, -2.755, 1.036], [3.896, 1.042, -0.716], [3.781, -0.569, -1.516], [4.081, -0.416, 0.376], [-2.050, -2.257, -0.591], [-0.682, -3.165, 0.115], [-0.966, -2.937, -1.746], [1.390, 2.749, -1.991], [2.488, 3.171, -0.858], [0.564, 3.247, -0.562], [-0.845, 1.423, 1.191], [-2.505, 1.789, 1.832], [-1.469, 0.658, 2.746], [-4.482, 0.353, -0.061], [-3.940, 1.893, -0.543], [-4.175, 0.704, -1.892], [-3.408, -0.064, 1.395]],
  "lowdin_charge": [-0.307, -0.277, -0.492, -0.095, -0.084, -0.067, -0.151, -0.142, -0.123, -0.171, -0.130, -0.523, 1.031, 0.099, 0.088, 0.117, 0.041, 0.080, 0.118, 0.046, 0.043, 0.117, 0.093, 0.072, 0.066, 0.067, 0.053, 0.095, 0.087, 0.053, 0.110, 0.087],
  "total_charge": 0,
  "e_homo_ha": [-0.2669, -0.2335],
  "e_tot_ev": -22940.24917
}